54
Properties=species:S:1:pos:R:3:nbo_charge:R:1 method="wB97M-V/def2-TZVPD" gap_ev=8.99 charge=+1 total_energy_ev=-178792.403
C -5.368 3.070 -1.654 -0.65
C -3.912 3.632 -1.265 -0.07
O -3.180 2.717 -0.430 -0.55
C -2.715 1.573 -1.207 -0.10
C -3.470 0.297 -0.656 -0.27
N -3.111 -1.009 -1.231 -0.66
C -3.692 -1.352 -2.507 0.04
Br -5.367 -2.430 -2.411 0.09
C -3.241 -1.054 -3.784 -0.02
C -3.934 -1.451 -5.140 -0.68
Br -1.539 -0.039 -3.991 0.05
S -1.583 -1.620 -0.892 2.35
O -1.556 -2.003 0.575 -0.88
O -1.406 -2.908 -1.645 -0.84
F -0.297 -0.593 -1.124 -0.48
H -6.023 2.925 -0.740 0.22
H -5.825 3.791 -2.396 0.23
H -5.292 2.071 -2.180 0.19
H -4.109 4.603 -0.706 0.20
H -3.326 3.926 -2.197 0.17
H -1.595 1.562 -1.092 0.20
H -3.013 1.780 -2.277 0.20
H -3.348 0.241 0.476 0.25
H -4.581 0.462 -0.829 0.25
H -3.801 -0.551 -5.829 0.24
H -3.379 -2.296 -5.661 0.26
H -5.041 -1.624 -5.064 0.26
C 1.132 0.733 3.156 -0.62
C 1.199 -0.698 2.639 -0.44
C 2.574 -1.354 2.656 -0.20
N 3.606 -0.770 1.700 -0.22
C 3.008 -0.375 0.372 -0.41
C 4.364 0.419 2.319 -0.21
C 5.729 -0.125 2.692 -0.43
C 6.016 -1.111 1.581 -0.43
C 4.698 -1.842 1.444 -0.20
H 1.710 1.424 2.538 0.19
H 0.097 1.079 3.145 0.24
H 1.494 0.796 4.185 0.21
H 0.758 -0.750 1.640 0.23
H 0.546 -1.305 3.273 0.25
H 2.444 -2.399 2.362 0.23
H 3.013 -1.338 3.657 0.22
H 2.363 0.489 0.516 0.23
H 2.448 -1.224 -0.019 0.24
H 3.822 -0.114 -0.307 0.23
H 4.450 1.197 1.558 0.22
H 3.818 0.801 3.179 0.24
H 5.684 -0.637 3.658 0.22
H 6.483 0.660 2.760 0.25
H 6.836 -1.788 1.823 0.25
H 6.268 -0.590 0.653 0.22
H 4.604 -2.610 2.213 0.23
H 4.543 -2.287 0.461 0.24